No. 1
Formula: C39H32Cl2I2O10
Source: OMol25
Level of theory: wB97M-V/def2-TZVPD

CARTESIAN COORDINATES (ANGSTROEM)
C -1.979 3.362 0.189
C -0.830 3.303 -0.773
Cl -0.989 2.141 -2.035
C 0.248 4.080 -0.675
Cl 1.585 3.942 -1.750
C 0.320 5.118 0.369
C 0.178 6.429 0.142
C -0.009 7.014 -1.218
C -1.149 8.011 -1.421
C -0.824 9.466 -1.039
I -2.959 7.349 -0.479
C 0.293 7.308 1.345
O 0.822 8.398 1.302
C -0.223 6.755 2.626
C -0.867 7.678 3.613
C -2.411 7.567 3.567
C -3.104 8.904 3.390
I -3.105 10.030 5.199
C -0.047 5.448 2.831
C 0.605 4.663 1.767
O 1.360 3.739 1.980
H -1.677 3.004 1.176
H -2.350 4.383 0.290
H -2.796 2.739 -0.155
H -0.129 6.195 -1.923
H 0.905 7.548 -1.497
H -1.385 7.988 -2.479
H 0.041 9.522 -0.391
H -0.587 10.013 -1.951
H -1.673 9.964 -0.584
H -0.556 8.703 3.432
H -0.533 7.368 4.600
H -2.769 7.063 4.461
H -2.706 6.937 2.723
H -2.587 9.499 2.642
H -4.130 8.784 3.059
H -0.336 4.946 3.744
O -1.336 1.524 2.507
C -0.482 0.659 2.487
C 0.831 0.888 1.846
C 1.765 -0.058 1.815
C 1.529 -1.391 2.420
O 2.365 -2.268 2.384
C 0.208 -1.623 3.067
C -0.723 -0.673 3.100
H 0.988 1.862 1.403
H 2.720 0.097 1.333
H 0.055 -2.603 3.501
H -1.691 -0.821 3.563
O -1.507 -4.963 -2.214
C -0.749 -4.066 -1.904
C -0.994 -2.667 -2.337
C -0.160 -1.686 -2.000
C 1.052 -1.955 -1.186
O 1.826 -1.069 -0.894
C 1.283 -3.349 -0.735
C 0.447 -4.325 -1.072
H -1.887 -2.497 -2.925
H -0.329 -0.657 -2.289
H 2.171 -3.516 -0.138
H 0.600 -5.354 -0.768
O 4.168 -10.104 -2.311
C 3.862 -8.951 -2.522
C 2.885 -8.605 -3.585
C 2.503 -7.349 -3.786
C 3.028 -6.245 -2.945
O 2.601 -5.118 -3.073
C 4.032 -6.583 -1.907
C 4.416 -7.840 -1.707
H 2.489 -9.434 -4.157
H 1.772 -7.072 -4.535
H 4.397 -5.759 -1.307
H 5.115 -8.121 -0.930
O -3.198 -10.900 -1.867
C -2.227 -10.246 -1.557
C -2.016 -8.876 -2.092
C -0.948 -8.159 -1.753
C 0.076 -8.702 -0.824
O 1.050 -8.047 -0.518
C -0.133 -10.069 -0.287
C -1.201 -10.785 -0.627
H -2.778 -8.502 -2.764
H -0.776 -7.156 -2.126
H 0.630 -10.441 0.386
H -1.376 -11.785 -0.251

The value obtained for the molar mass is 985.389 g mol⁻¹. Its SMILES is C/C(Cl)=C(/Cl)C1=C(C[C@H](C)I)C(=O)C(CCCI)=CC1=O.O=C1C=CC(=O)C=C1.O=C1C=CC(=O)C=C1.O=C1C=CC(=O)C=C1.O=C1C=CC(=O)C=C1.

No. 2
Formula: C39H32F5N8O3PSTl
Source: OMol25
Level of theory: wB97M-V/def2-TZVPD

CARTESIAN COORDINATES (ANGSTROEM)
Tl -0.293 -0.768 -0.943
O -1.519 -1.295 4.162
C -0.655 -1.183 3.292
O -0.800 -1.260 2.032
C 0.800 -0.947 3.733
P 1.860 -0.921 2.230
C 1.642 0.806 1.613
C 2.579 1.269 0.777
C 2.640 2.660 0.324
C 1.767 3.565 0.755
C 0.610 3.194 1.623
C 0.518 1.707 2.051
C 3.506 -0.718 3.072
C 4.380 -1.800 3.019
C 5.612 -1.762 3.663
C 5.987 -0.631 4.368
C 5.125 0.459 4.428
C 3.899 0.413 3.787
H 1.133 -1.761 4.380
H 0.874 -0.024 4.311
H 3.392 0.614 0.483
H 3.459 2.955 -0.322
H 1.849 4.607 0.467
H 0.564 3.856 2.490
H 0.365 1.594 3.123
H 4.093 -2.679 2.453
H 6.282 -2.610 3.599
H 6.948 -0.591 4.865
H 5.414 1.347 4.976
H 3.242 1.275 3.831
C -5.016 -1.358 -2.210
C -3.656 -1.116 -2.187
N -2.961 -1.040 -1.051
C -3.589 -1.233 0.103
C -4.951 -1.524 0.178
C -5.673 -1.554 -1.004
C -5.586 -1.764 1.488
C -5.175 -2.624 2.414
C -4.102 -3.626 2.288
C -3.494 -4.138 3.426
C -2.513 -5.091 3.245
N -2.146 -5.520 2.039
C -2.787 -4.961 1.017
N -3.748 -4.053 1.072
H -5.549 -1.393 -3.150
H -3.092 -0.957 -3.100
H -2.974 -1.184 0.999
H -6.737 -1.762 -0.985
H -6.438 -1.134 1.724
H -5.669 -2.611 3.380
H -3.742 -3.766 4.410
H -1.989 -5.520 4.091
H -2.492 -5.288 0.026
F 3.285 -2.943 -1.825
C 3.719 -1.695 -2.023
C 2.906 -0.766 -2.640
C 3.406 0.506 -2.838
F 2.658 1.436 -3.434
C 4.682 0.855 -2.432
F 5.154 2.092 -2.624
C 5.481 -0.095 -1.818
F 6.719 0.227 -1.434
C 5.006 -1.380 -1.616
F 5.799 -2.299 -1.062
C -0.959 -0.067 -6.538
N -1.345 0.425 -5.240
C -1.572 1.843 -5.063
C -1.298 2.021 -3.569
O -1.519 3.069 -2.972
N -0.759 0.890 -3.076
C -0.721 -0.043 -4.075
N -0.204 -1.215 -3.904
H -1.625 0.356 -7.290
H -1.057 -1.151 -6.587
H 0.075 0.200 -6.798
H -2.584 2.157 -5.322
H -0.856 2.452 -5.630
H 1.904 -1.016 -2.981
H -0.296 -1.791 -4.733
S -1.129 1.523 1.217
C -0.780 3.324 0.908
N -0.780 3.580 -0.522
C -1.403 4.636 -1.070
C -2.034 5.557 -0.305
C -2.155 5.224 1.083
N -1.632 4.200 1.655
H -0.584 2.796 -1.132
H -1.386 4.673 -2.152
H -2.530 6.412 -0.735
H -2.777 5.848 1.723

Its net charge is -1. The calculation puts the energy above the lowest of the compared OMol25 structures with the same formula, charge and spin at 39.11 kcal per mole. The value obtained for the molar mass is 1023.152 g mol⁻¹.

No. 3
Formula: C39H33As2CsF3N2O3S
Source: OMol25
Level of theory: wB97M-V/def2-TZVPD

CARTESIAN COORDINATES (ANGSTROEM)
Cs 1.295 0.507 0.142
C -2.296 0.502 3.005
C -3.159 1.553 2.308
As -2.483 2.279 0.599
C -3.999 3.473 0.284
C -4.249 4.478 1.218
C -5.276 5.390 1.024
C -6.062 5.321 -0.119
C -5.808 4.338 -1.063
C -4.783 3.421 -0.864
C -2.937 0.859 -0.659
C -1.982 0.566 -1.631
C -2.215 -0.423 -2.579
C -3.419 -1.113 -2.570
C -4.387 -0.806 -1.622
C -4.146 0.172 -0.669
As -2.391 -1.339 2.300
C -4.309 -1.645 2.617
C -5.053 -2.324 1.662
C -6.412 -2.562 1.850
C -7.037 -2.122 3.005
C -6.298 -1.458 3.978
C -4.943 -1.229 3.787
C -1.809 -2.266 3.924
C -0.951 -1.683 4.849
C -0.533 -2.403 5.963
C -0.964 -3.707 6.159
C -1.810 -4.299 5.229
C -2.226 -3.581 4.117
H -2.598 0.444 4.054
H -1.229 0.761 2.997
H -3.201 2.439 2.948
H -4.193 1.222 2.173
H -3.634 4.561 2.107
H -5.457 6.160 1.764
H -6.863 6.032 -0.273
H -6.409 4.281 -1.962
H -4.599 2.660 -1.613
H -1.060 1.137 -1.674
H -1.464 -0.639 -3.328
H -3.609 -1.881 -3.310
H -5.333 -1.335 -1.622
H -4.907 0.398 0.069
H -4.566 -2.675 0.761
H -6.976 -3.095 1.093
H -8.095 -2.301 3.154
H -6.777 -1.125 4.890
H -4.372 -0.731 4.562
H -0.553 -0.690 4.675
H 0.148 -1.943 6.668
H -0.634 -4.266 7.026
H -2.144 -5.320 5.367
H -2.884 -4.053 3.394
C -0.679 -5.716 0.564
C -0.797 -4.583 -0.232
C -0.067 -3.442 0.062
C 0.771 -3.434 1.166
C 0.893 -4.554 1.972
C 0.165 -5.696 1.666
N 1.573 -2.275 1.447
N 1.120 -1.562 2.349
C 1.974 -0.441 2.722
C 3.358 -0.621 2.654
C 4.185 0.444 2.969
C 3.605 1.641 3.387
C 2.220 1.744 3.500
C 1.318 0.725 3.139
H -1.243 -6.608 0.327
H -1.465 -4.583 -1.084
H -0.165 -2.551 -0.547
H 1.540 -4.515 2.839
H 0.253 -6.569 2.300
H 3.772 -1.592 2.406
H 5.261 0.338 2.916
H 4.241 2.481 3.647
H 1.820 2.678 3.893
F 3.012 3.931 -1.581
C 3.577 2.955 -2.305
F 4.667 2.546 -1.644
F 3.983 3.490 -3.462
S 2.376 1.544 -2.591
O 3.024 0.415 -1.939
O 2.249 1.467 -4.020
O 1.182 1.980 -1.875

Its net charge is -1. The value obtained for the molar mass is 949.514 g mol⁻¹.

no.,electronic energy (eV),F_max (eV/A),LUMO level (eV)
1,-102677.845,0.5,-1.521
2,-97431.654,1.4,2.241
3,-191313.490,1.9,2.109